The following is a quantum chemistry calculation of a molecular structure, C6H22BO9Y at a distorted geometry, from OMol25.

Element x y z (Å)
Y1 0.9952 0.6299 -0.8597
B1 3.7394 1.0689 -2.5533
H1 3.4207 1.8256 -1.8532
H2 4.7888 1.1438 -2.7929
H3 3.5327 0.1190 -2.0850
H4 3.1422 1.2129 -3.4403
O1 0.2276 0.7128 4.5569
C1 1.1238 1.7955 4.5741
C2 2.5697 1.5311 3.8642
O2 2.5982 0.8533 2.5813
H5 1.3913 1.8982 5.6257
H6 0.6074 2.6760 4.1919
H7 3.2668 1.0597 4.5570
H8 3.1073 2.4793 3.8544
O3 -1.6049 -3.2494 2.3798
C3 -0.8932 -4.2705 1.6085
C4 -0.1014 -3.9238 0.3087
O4 1.0375 -3.0008 0.2961
H9 -1.7129 -4.9554 1.3915
H10 -0.2528 -4.8726 2.2530
H11 -0.8435 -3.5797 -0.4117
H12 0.2603 -4.8930 -0.0348
O5 -5.1492 -0.7308 0.9919
C5 -4.6804 -0.9015 -0.4370
C6 -3.5427 0.0843 -0.8292
O6 -2.5632 0.2654 0.2139
H13 -5.5383 -0.8328 -1.1058
H14 -4.3147 -1.9217 -0.5534
H15 -3.8920 1.0407 -1.2182
H16 -2.9680 -0.4220 -1.6047
O7 1.1436 4.0230 -0.0956
H17 1.8344 4.6664 0.0628
H18 0.3480 4.4380 0.2375
O8 0.2506 -0.9990 -3.7248
H19 0.0488 -1.9346 -3.7408
H20 -0.1289 -0.6578 -4.5345
O9 -0.3528 2.4660 -3.5133
H21 0.2772 2.4213 -4.2326
H22 -1.1725 2.7341 -3.9285

Atoms 1-3, force components in eV/Å:
Y -0.181 -1.092 1.435
B -0.575 -0.003 -0.074
H -1.231 3.434 3.095

Summary:
energy above the lowest of the compared OMol25 structures with the same formula, charge and spin	283.3	kcal per mole
total charge	-4
gap between HOMO and LUMO	2.337	eV